Here is a single C6H10 molecule in a non-equilibrium geometry from OMol25. Energies are from ωB97M-V/def2-TZVPD.

Values from the calculation:
Energy above the lowest of the compared OMol25 structures with the same formula, charge and spin (eV): 2.545
DFT total energy (eV): -6381.315
Structure (SMILES): CC#CC(C)C
Largest force on an atom (eV/Å): 1.01
Gap between HOMO and LUMO (Eh): 0.37768

Positions of all 16 atoms, in Å:
H (0.9349, 2.3249, 0.6206)
H (-2.9561, -2.2024, 0.5665)
C (-2.0449, -1.6687, 0.8078)
H (2.1061, -1.0612, -0.7877)
C (-1.3512, -1.0981, -0.3328)
H (-0.7712, 1.8551, 0.4624)
H (-2.2733, -0.8351, 1.4855)
H (0.1550, 2.2593, -0.9883)
C (0.6268, 0.3216, -0.1328)
H (0.6264, -0.0948, 0.8899)
C (1.9945, 0.0264, -0.7094)
H (2.1100, 0.4568, -1.7068)
C (-0.4603, -0.4387, -0.8098)
H (-1.3401, -2.3297, 1.3275)
C (0.2194, 1.7842, -0.0056)
H (2.7720, 0.4090, -0.0426)